This record from OMol25 describes a cluster of 2 separate species, C4H6N3 in total at a distorted geometry. The level of theory is ωB97M-V with the def2-TZVPD basis set.

For the lowest unoccupied orbital energy, the calculation gives -4.57 eV. For the energy above the lowest of the compared OMol25 structures with the same formula, charge and spin, the calculation gives 3.302 eV. The value obtained for the electronic energy is -8705.2022 eV. For the frontier orbital gap, the calculation gives 8.53 eV.

```
! RIJCOSX wB97M-V def2-TZVPD def2/J DEFGRID3
* xyz 1 1
C -2.97629 -0.82281 -0.84095
C 1.71687 -0.31306 -0.23671
C 0.10843 0.55080 1.02675
C -0.22679 0.83911 -0.36515
N -1.85107 -0.70652 -0.88725
N 1.28599 -0.26428 0.97708
N 0.85532 0.42593 -1.02771
H 2.72199 -0.69589 -0.42193
H 0.33715 1.69177 1.13568
H -0.55451 0.33631 1.87671
H -4.08182 -0.88915 -0.99001
H 1.65924 -0.69204 1.81758
H 1.00549 0.53982 -2.06409
*
```

***

This record from OMol25 describes an isolated molecule of C4H5NO at a distorted geometry. The level of theory is ωB97M-V with the def2-TZVPD basis set.

For the lowest unoccupied orbital energy, the calculation gives 0.35 eV. For the energy above the lowest of the compared OMol25 structures with the same formula, charge and spin, the calculation gives 0.849 eV. The value obtained for the electronic energy is -7765.6779 eV. For the frontier orbital gap, the calculation gives 10.94 eV. The SMILES is C[C@H](C#N)C=O.

```
! RIJCOSX wB97M-V def2-TZVPD def2/J DEFGRID3
* xyz 0 1
C -1.00393 -0.65490 0.52076
C 0.21747 0.25880 0.35911
C -0.15138 1.50731 -0.32591
N -0.36368 2.42475 -0.99806
C 1.27302 -0.33379 -0.60386
O 0.95215 -0.90138 -1.61356
H -1.76357 -0.16778 1.13725
H -1.43221 -0.87573 -0.45797
H -0.72370 -1.59689 1.00070
H 0.65725 0.49274 1.33851
H 2.33858 -0.15314 -0.35696
*
```

***

This record from OMol25 describes a structure of composition C49H80N8O4S3Si5SnTe. The level of theory is ωB97M-V with the def2-TZVPD basis set.

For the lowest unoccupied orbital energy (alpha / beta), the calculation gives 3.63 / 3.63 eV. For the energy above the lowest of the compared OMol25 structures with the same formula, charge and spin, the calculation gives 2.421 eV. The value obtained for the electronic energy is -157252.8068 eV. For the frontier orbital gap (alpha / beta), the calculation gives 3.76 / 3.79 eV.

```
! RIJCOSX wB97M-V def2-TZVPD def2/J DEFGRID3
* xyz -2 1
Sn 0.71074 1.22885 0.60454
C 1.84530 1.86207 5.42885
C 1.85071 2.02499 4.06895
N 1.88921 0.99161 3.21123
C 1.88506 -0.27003 3.76526
C 1.78160 -0.39724 5.16740
N 1.79015 0.61829 5.99952
C 2.16128 -1.37624 2.87367
C 2.58692 -2.61281 3.38268
C 3.12520 -3.57442 2.51492
C 3.23242 -3.23093 1.15972
C 2.78463 -1.98050 0.70424
N 2.19424 -1.07884 1.54337
C 3.00696 -1.54069 -0.65687
C 3.78101 -2.27673 -1.58497
N 4.12425 -1.84394 -2.77806
C 3.66996 -0.58997 -3.10741
C 2.87759 0.13117 -2.24898
N 2.50350 -0.31447 -1.04150
C 3.64905 -4.84174 3.01666
C 3.76419 -5.97907 2.20477
C 4.26529 -7.15765 2.72441
N 4.67449 -7.31929 3.98675
C 4.57062 -6.23420 4.76007
C 4.08008 -5.01187 4.33976
H 1.84521 2.71308 6.10016
H 1.83633 3.00863 3.62041
H 1.69590 -1.37882 5.62448
H 2.53816 -2.81148 4.44384
H 3.70128 -3.92432 0.47585
H 4.14774 -3.26754 -1.33502
H 3.96496 -0.19864 -4.07414
H 2.50923 1.11709 -2.52679
H 3.43677 -5.94491 1.17339
H 4.34019 -8.03811 2.09247
H 4.91233 -6.35420 5.78423
H 4.05992 -4.17972 5.03197
C -1.79740 4.28809 -2.78951
C -1.54190 2.88333 -2.25659
S 0.09259 2.62025 -1.68725
C -2.52900 1.97469 -2.35303
C -3.88795 2.32422 -2.93889
S -2.43394 0.28410 -1.83842
H -0.87425 4.86055 -2.75939
H -2.54719 4.81200 -2.18681
H -2.16210 4.26085 -3.82264
H -3.85401 2.34549 -4.03601
H -4.22500 3.30019 -2.60227
H -4.63845 1.58981 -2.64485
C -1.43810 0.49539 6.21901
C -2.29044 1.34179 5.28244
C -3.47008 0.50714 4.78158
C -2.78203 2.57692 6.04305
O -1.45904 1.68593 4.18064
Si -1.63201 2.73598 2.90690
O -1.15913 2.09593 1.53851
O -0.78350 4.05901 3.45333
C -0.54772 5.34774 2.90536
C 0.71705 5.89888 3.56481
C -1.73618 6.24237 3.26491
C -0.33917 5.30533 1.39166
O -3.22978 3.20076 2.88568
C -4.23262 3.28248 1.89243
C -4.55254 1.89719 1.32935
C -5.46296 3.86794 2.58289
C -3.79774 4.19374 0.75587
H -2.04109 0.13496 7.05798
H -0.59662 1.07481 6.60186
H -1.03106 -0.35949 5.67503
H -4.10290 0.18176 5.61297
H -3.09276 -0.37046 4.25117
H -4.06716 1.09477 4.08332
H -3.38021 2.27215 6.90651
H -3.38168 3.21643 5.39595
H -1.91949 3.15361 6.39115
H 0.67902 5.71298 4.64108
H 0.80210 6.97415 3.38790
H 1.60416 5.41089 3.15654
H -1.82234 6.32529 4.35142
H -2.65726 5.79658 2.88452
H -1.61480 7.24218 2.83757
H 0.42990 4.57470 1.13612
H -0.02834 6.28640 1.02334
H -1.25088 5.00752 0.87493
H -4.94999 1.24685 2.11179
H -3.64391 1.44508 0.92040
H -5.30338 1.97727 0.53806
H -5.83600 3.16989 3.33760
H -6.26048 4.06103 1.85863
H -5.19817 4.80489 3.07894
H -2.87035 3.80810 0.32410
H -3.63515 5.21269 1.11918
H -4.56901 4.22271 -0.01182
C -0.20020 -4.19011 -6.87911
Si 0.35174 -2.95679 -5.55378
C 1.09529 -1.47199 -6.44093
C 1.69999 -3.81697 -4.55776
Si -1.44330 -2.28870 -4.21095
Te -0.36017 -0.61206 -2.65983
Si -2.32280 -4.12061 -3.07327
C -0.95323 -4.89571 -2.04420
C -3.00030 -5.48169 -4.19545
C -3.71038 -3.59334 -1.92098
Si -3.02848 -1.20680 -5.54957
C -2.42027 0.52808 -5.92808
C -3.34320 -2.07909 -7.19725
C -4.71188 -1.12199 -4.71145
H 0.64478 -4.49550 -7.50541
H -0.96914 -3.76247 -7.52936
H -0.62423 -5.09051 -6.42050
H 2.12781 -1.67027 -6.74041
H 1.09985 -0.59615 -5.78313
H 0.51547 -1.21511 -7.33388
H 2.67491 -3.70944 -5.04025
H 1.48217 -4.88299 -4.44318
H 1.78866 -3.38386 -3.55562
H -0.18893 -5.34375 -2.68803
H -1.33803 -5.67253 -1.37651
H -0.45885 -4.13367 -1.43252
H -2.21370 -5.88451 -4.84241
H -3.80297 -5.10919 -4.84221
H -3.40035 -6.30368 -3.59383
H -3.41769 -2.69726 -1.36308
H -3.95490 -4.38077 -1.20200
H -4.61673 -3.34326 -2.48295
H -1.56335 0.50102 -6.60983
H -2.08674 1.02268 -5.00781
H -3.20305 1.14432 -6.38214
H -2.44558 -2.09755 -7.82326
H -4.13275 -1.56094 -7.75101
H -3.66052 -3.11655 -7.03977
H -4.59577 -0.89261 -3.64988
H -5.23826 -2.07987 -4.79527
H -5.33556 -0.34575 -5.16467
C 5.65663 -0.38064 2.75047
C 5.43997 0.34910 1.47075
C 6.28451 0.27465 0.39832
C 6.02134 1.09040 -0.71059
N 5.03763 1.96787 -0.72348
C 4.19183 2.01167 0.32190
S 2.88422 3.09844 0.36453
N 4.39526 1.18979 1.39318
C 6.85941 0.98768 -1.94467
H 6.56202 -0.98273 2.69079
H 4.81373 -1.03623 2.97605
H 5.74982 0.33738 3.56757
H 7.13152 -0.39732 0.41221
H 3.59271 1.12330 2.05884
H 7.92340 1.00854 -1.69712
H 6.61517 1.80323 -2.62135
H 6.64147 0.03955 -2.44469
*
```

***

This record from OMol25 describes a structure of composition C32H47IrN2OP2Te4. The level of theory is ωB97M-V with the def2-TZVPD basis set.

For the lowest unoccupied orbital energy (alpha / beta), the calculation gives -3.45 / -3.97 eV. For the energy above the lowest of the compared OMol25 structures with the same formula, charge and spin, the calculation gives 0.935 eV. The value obtained for the electronic energy is -89561.6645 eV. For the frontier orbital gap (alpha / beta), the calculation gives 6.00 / 5.62 eV.

```
! RIJCOSX wB97M-V def2-TZVPD def2/J DEFGRID3
* xyz 1 2
Ir -0.62092 -0.98012 -0.73688
C -0.57114 -0.16465 4.21058
C -1.07875 -0.75231 2.88756
C -2.59975 -0.62590 2.79600
P -0.19476 -0.10275 1.39968
C -0.02217 1.73732 1.56961
C 1.21540 2.18296 2.35436
C -1.27710 2.42717 2.11168
C 1.49834 -0.77172 1.51855
C 2.16297 -1.42286 2.54646
C 3.48090 -1.83904 2.37844
C 4.22297 -2.51189 3.49920
C 4.10810 -1.58626 1.15906
C 3.44109 -0.98279 0.10303
C 2.11649 -0.59178 0.27206
N 1.26599 -0.08851 -0.72872
C 1.46086 1.20589 -1.19145
C 2.65873 1.91891 -1.02289
C 2.76578 3.22407 -1.45897
C 1.70813 3.89529 -2.06898
C 1.84738 5.31369 -2.54327
C 0.52274 3.19463 -2.23335
C 0.38172 1.87534 -1.81262
P -1.11482 0.87210 -1.96915
C -1.31334 0.68845 -3.79794
C -0.19096 -0.18974 -4.35481
C -1.31089 2.00179 -4.59012
C -2.55741 1.76990 -1.23225
C -3.08566 3.00853 -1.95633
C -3.71891 0.81939 -0.94282
H -0.92806 -0.79248 5.02890
H -0.96526 0.83504 4.38042
H 0.51288 -0.10969 4.27759
H -0.81894 -1.81193 2.86772
H -2.92184 0.40015 2.97254
H -3.06512 -1.24905 3.56161
H -2.98933 -0.93171 1.82321
H 0.10304 2.07053 0.53604
H 1.04983 2.12215 3.43073
H 1.42788 3.22473 2.10864
H 2.10024 1.59934 2.10662
H -1.37212 2.30891 3.18938
H -2.20221 2.07105 1.65713
H -1.19879 3.49717 1.91166
H 1.67557 -1.62234 3.49243
H 3.53562 -2.98668 4.19900
H 4.81699 -1.78726 4.05998
H 4.90724 -3.27244 3.12339
H 5.13726 -1.89909 1.02317
H 3.93765 -0.83344 -0.84900
H 3.50509 1.45893 -0.53517
H 3.70449 3.74562 -1.31240
H 2.73097 5.78525 -2.11545
H 0.97912 5.91254 -2.26523
H 1.94273 5.35850 -3.63020
H -0.31902 3.70284 -2.68788
H -2.28543 0.20586 -3.93036
H 0.76947 0.31676 -4.22677
H -0.34822 -0.33435 -5.42480
H -0.13020 -1.16689 -3.88105
H -0.31103 2.43583 -4.60761
H -2.01306 2.74993 -4.23136
H -1.57900 1.76935 -5.62205
H -2.12471 2.10174 -0.28375
H -3.56485 2.73896 -2.89750
H -2.31775 3.75689 -2.14852
H -3.84859 3.47617 -1.33137
H -4.22845 0.53755 -1.86540
H -4.44513 1.32411 -0.30246
H -3.39403 -0.09821 -0.44992
Te -5.16365 -3.45385 0.12779
Te -6.02424 -2.14064 -1.89380
Te -3.96052 -1.96351 -3.72503
Te -1.90603 -2.75130 -2.17777
O 1.48290 -2.80508 -1.66352
C 1.81139 -3.75283 -0.68636
C 0.77235 -3.80491 0.41095
C 0.94552 -4.74531 1.41892
C -0.07902 -4.98409 2.31174
C -1.27263 -4.28790 2.15502
C -1.34890 -3.33337 1.16799
N -0.33301 -3.05209 0.33268
H 2.28299 -2.44287 -2.05503
H 2.79583 -3.58921 -0.24226
H 1.81420 -4.75057 -1.14256
H 1.86679 -5.31187 1.45856
H 0.03393 -5.72205 3.09443
H -2.12769 -4.47094 2.79060
H -2.25613 -2.77303 1.00005
*
```